(1)
Computed, not measured: C27H44N3P3ScSe as an isolated structure, with ωB97M-V/def2-TZVPD.

Last column: Mulliken charge in e.
CARTESIAN COORDINATES (ANGSTROEM)
Sc (-0.182, -0.312, -0.389)  -1.095
P (0.757, 0.461, -2.806)  1.134
P (-1.579, 1.225, 1.521)  1.488
P (-2.766, -0.137, -1.220)  1.248
H (0.246, -4.749, -2.679)  0.349
C (0.231, -4.640, -3.780)  -0.545
C (0.647, -3.553, -4.465)  -0.194
H (0.925, -2.570, -4.079)  -0.075
C (2.437, 0.846, -3.315)  -1.314
C (0.106, 1.804, -1.735)  -0.968
C (-0.172, 0.340, -4.336)  -1.267
C (-2.051, 0.232, 2.989)  -1.334
C (-0.548, 2.581, 2.233)  -1.168
C (-3.101, 2.221, 1.271)  -1.655
C (-3.073, -1.140, -2.710)  -1.109
C (-3.693, 1.292, -1.892)  -1.520
C (-3.943, -0.910, -0.050)  -0.875
H (-0.088, -5.546, -4.356)  0.285
H (0.787, -3.718, -5.549)  0.239
H (3.016, -0.082, -3.413)  0.471
H (2.917, 1.493, -2.573)  0.468
H (2.397, 1.354, -4.288)  0.479
H (-0.112, 1.648, -0.622)  0.082
H (-0.772, 2.290, -2.197)  0.531
H (0.953, 2.502, -1.685)  0.697
H (-0.216, -0.695, -4.707)  0.419
H (0.344, 0.954, -5.093)  0.553
H (-1.193, 0.732, -4.230)  0.414
H (-1.670, 0.653, 3.927)  0.443
H (-1.632, -0.775, 2.871)  0.237
H (-3.142, 0.151, 3.072)  0.494
H (-1.157, 3.497, 2.360)  0.572
H (0.278, 2.835, 1.540)  0.343
H (-0.136, 2.274, 3.218)  0.196
H (-3.275, 2.878, 2.132)  0.587
H (-3.999, 1.614, 1.135)  0.428
H (-2.965, 2.854, 0.389)  0.412
H (-4.127, -1.029, -2.998)  0.531
H (-2.909, -2.183, -2.450)  -0.095
H (-2.425, -0.848, -3.547)  0.336
H (-4.582, 0.897, -2.399)  0.498
H (-3.073, 1.803, -2.638)  0.345
H (-4.000, 1.996, -1.120)  0.438
H (-4.874, -1.132, -0.583)  0.466
H (-4.174, -0.256, 0.797)  0.292
H (-3.531, -1.850, 0.336)  0.005
C (-0.779, -3.315, 0.570)  -0.094
C (-0.612, -3.279, -0.842)  -0.108
C (-1.680, -3.748, -1.604)  -0.973
C (-2.750, -4.456, -1.047)  -0.371
C (-2.843, -4.569, 0.346)  -0.666
C (-1.888, -3.970, 1.159)  -0.757
Se (0.397, -2.266, 1.544)  -0.029
H (0.928, -0.866, -2.104)  0.203
H (0.344, -2.930, -1.303)  0.972
H (-1.591, -3.630, -2.684)  0.662
H (-3.463, -4.944, -1.717)  0.474
H (-3.660, -5.109, 0.815)  0.439
H (-1.979, -3.950, 2.249)  0.500
N (6.283, 4.442, 7.226)  -0.376
C (5.705, 4.000, 6.306)  -0.173
C (5.036, 3.371, 5.173)  0.414
C (5.807, 2.782, 4.162)  -0.912
C (5.211, 2.078, 3.105)  -0.604
C (3.819, 1.909, 3.097)  1.353
C (3.011, 2.541, 4.074)  0.021
C (3.636, 3.297, 5.092)  -0.925
N (3.238, 1.152, 2.040)  0.205
C (3.829, 0.763, 0.810)  -0.573
C (2.835, 0.245, 0.037)  -1.289
N (1.632, 0.360, 0.719)  0.775
C (1.934, 0.789, 1.971)  -1.092
H (6.890, 2.888, 4.236)  0.464
H (5.848, 1.616, 2.340)  0.288
H (1.920, 2.474, 4.017)  0.169
H (3.042, 3.837, 5.827)  0.444
H (4.870, 0.902, 0.564)  0.428
H (2.885, -0.313, -0.888)  0.913
H (1.266, 0.597, 2.823)  0.951

Properties
gap between HOMO and LUMO (alpha / beta) = 5.3878 / 5.3915 eV
HOMO level (alpha / beta) = -15.8 / -15.8 eV
max |F| = 5.522 eV Å⁻¹
total charge = +3

***

(2)
Computed, not measured: one molecule with the formula C27H44O2, with ωB97M-V/def2-TZVPD.

Last column: Mulliken charge in e.
CARTESIAN COORDINATES (ANGSTROEM)
C (7.969, 3.240, -2.544)  -1.365
C (7.533, 4.445, -1.765)  1.135
C (8.442, 5.629, -1.920)  -1.362
C (6.454, 4.499, -0.992)  -0.626
C (5.480, 3.393, -0.724)  -0.687
C (5.923, 2.558, 0.493)  -0.887
C (4.938, 1.458, 0.785)  0.953
C (5.161, 0.199, 0.002)  -1.473
C (3.954, 1.646, 1.657)  -0.660
C (2.861, 0.686, 2.011)  -0.719
C (1.616, 0.944, 1.141)  -0.825
C (0.506, -0.010, 1.481)  1.122
C (0.710, -1.434, 1.043)  -1.590
C (-0.559, 0.398, 2.161)  -0.587
C (-1.727, -0.441, 2.579)  -0.606
C (-3.032, 0.141, 2.026)  -0.600
C (-3.012, 0.291, 0.520)  0.660
O (-3.494, 1.225, -0.069)  -0.645
O (-2.421, -0.744, -0.071)  -0.096
C (-2.344, -0.764, -1.508)  -1.101
C (-3.044, -1.982, -2.032)  -0.389
C (-4.361, -2.133, -2.141)  1.045
C (-5.370, -1.078, -1.816)  -1.425
C (-4.931, -3.455, -2.583)  -1.321
C (-4.967, -4.459, -1.413)  -0.631
C (-5.859, -3.986, -0.309)  -0.721
C (-5.474, -3.578, 0.895)  1.329
C (-6.466, -3.091, 1.909)  -1.626
C (-4.038, -3.554, 1.342)  -1.264
H (8.904, 2.856, -2.136)  0.310
H (8.151, 3.513, -3.583)  0.440
H (7.233, 2.444, -2.517)  0.230
H (8.470, 5.950, -2.962)  0.333
H (8.111, 6.465, -1.310)  0.333
H (9.459, 5.365, -1.629)  0.325
H (6.254, 5.417, -0.454)  0.259
H (4.496, 3.817, -0.514)  0.350
H (5.382, 2.742, -1.593)  0.285
H (6.012, 3.222, 1.355)  0.376
H (6.908, 2.135, 0.287)  0.396
H (4.365, -0.525, 0.147)  0.307
H (6.105, -0.260, 0.298)  0.351
H (5.226, 0.427, -1.061)  0.295
H (3.885, 2.608, 2.150)  0.345
H (3.188, -0.346, 1.882)  0.383
H (2.584, 0.819, 3.059)  0.336
H (1.895, 0.830, 0.090)  0.380
H (1.287, 1.973, 1.292)  0.369
H (-0.192, -1.829, 0.581)  0.211
H (1.522, -1.499, 0.322)  0.321
H (0.959, -2.067, 1.894)  0.307
H (-0.636, 1.441, 2.441)  0.326
H (-1.792, -0.454, 3.671)  0.463
H (-1.609, -1.467, 2.235)  0.307
H (-3.231, 1.127, 2.449)  0.444
H (-3.869, -0.514, 2.277)  -0.039
H (-1.280, -0.789, -1.758)  0.349
H (-2.783, 0.163, -1.889)  0.557
H (-2.398, -2.814, -2.279)  0.324
H (-5.986, -0.879, -2.693)  0.428
H (-4.919, -0.147, -1.490)  0.409
H (-6.027, -1.441, -1.026)  0.195
H (-4.318, -3.878, -3.382)  0.435
H (-5.944, -3.315, -2.964)  0.419
H (-3.951, -4.609, -1.050)  0.314
H (-5.342, -5.414, -1.792)  0.453
H (-6.913, -3.970, -0.558)  0.300
H (-6.405, -3.691, 2.817)  0.438
H (-6.250, -2.057, 2.179)  0.285
H (-7.483, -3.143, 1.527)  0.377
H (-3.469, -2.828, 0.764)  0.040
H (-3.572, -4.529, 1.211)  0.474
H (-3.973, -3.287, 2.394)  0.425

Properties
gap between HOMO and LUMO = 9.3033 eV
HOMO level = -8.5 eV
energy above the lowest of the compared OMol25 structures with the same formula, charge and spin = 33.7 kcal/mol
max |F| = 0.618 eV Å⁻¹

***

(3)
Computed, not measured: C27H45BiCl4O2P as an isolated structure, with ωB97M-V/def2-TZVPD.

Last column: Mulliken charge in e.
CARTESIAN COORDINATES (ANGSTROEM)
Bi (1.150, 0.931, 0.828)  0.900
Cl (2.179, -1.397, 0.950)  -0.621
P (0.644, 1.029, -2.232)  -0.003
C (-2.980, -0.391, 0.306)  -0.653
H (-2.212, -0.566, -0.504)  0.084
H (-3.549, 0.574, 0.272)  0.481
C (2.401, 1.195, -2.878)  0.105
C (-0.259, 2.647, -2.590)  0.531
C (2.654, 1.257, -4.392)  -0.544
H (2.741, 2.160, -2.457)  0.688
C (4.120, 1.611, -4.658)  -1.025
H (2.441, 0.280, -4.849)  0.318
H (2.010, 1.996, -4.885)  0.131
C (5.104, 0.638, -3.974)  -0.687
H (4.314, 1.637, -5.737)  0.391
H (4.311, 2.622, -4.276)  0.366
C (4.767, 0.381, -2.504)  -0.868
H (5.085, -0.316, -4.519)  0.299
H (6.127, 1.026, -4.055)  0.392
C (3.276, 0.071, -2.304)  0.149
H (5.374, -0.452, -2.121)  0.381
H (5.026, 1.266, -1.907)  0.364
H (3.036, -0.875, -2.811)  0.058
H (3.076, -0.110, -1.240)  -0.427
C (-0.180, -0.170, -3.450)  0.281
C (-1.795, 2.462, -2.693)  0.021
H (-0.097, 3.175, -1.629)  0.489
C (-2.509, 3.805, -2.593)  -0.843
H (-2.056, 1.988, -3.647)  0.169
H (-2.141, 1.801, -1.893)  -0.518
C (-1.991, 4.819, -3.634)  -0.711
H (-3.588, 3.666, -2.725)  0.406
H (-2.350, 4.213, -1.584)  0.318
C (-0.461, 4.926, -3.656)  -0.964
H (-2.354, 4.530, -4.632)  0.273
H (-2.421, 5.808, -3.426)  0.374
C (0.251, 3.568, -3.704)  -0.514
H (-0.144, 5.537, -4.508)  0.408
H (-0.135, 5.445, -2.744)  0.385
H (0.079, 3.101, -4.687)  0.170
H (1.332, 3.727, -3.605)  0.284
C (0.516, -1.531, -3.457)  -1.386
H (-1.168, -0.296, -2.986)  0.464
C (-0.338, -2.580, -4.192)  -0.875
H (1.474, -1.445, -3.987)  0.403
H (0.742, -1.876, -2.436)  0.593
C (-0.739, -2.134, -5.611)  -0.806
H (0.211, -3.533, -4.241)  0.446
H (-1.250, -2.772, -3.603)  0.338
C (-1.294, -0.716, -5.656)  -1.083
H (0.140, -2.199, -6.258)  0.316
H (-1.475, -2.831, -6.019)  0.432
C (-0.415, 0.303, -4.880)  -0.420
H (-1.405, -0.380, -6.696)  0.416
H (-2.297, -0.702, -5.209)  0.380
H (0.540, 0.392, -5.416)  0.278
H (-0.893, 1.292, -4.935)  -0.008
C (-1.149, -2.971, 0.132)  -0.169
C (-2.446, -2.581, 0.449)  -0.215
H (-0.745, -2.633, -0.846)  0.239
C (-3.096, -3.138, 1.701)  -0.929
H (-3.167, -2.245, -0.308)  0.643
C (-2.084, -3.516, 2.801)  -0.553
H (-3.835, -2.455, 2.147)  0.216
H (-3.605, -4.088, 1.490)  0.464
C (-1.028, -4.466, 2.237)  -0.963
H (-1.580, -2.638, 3.235)  0.207
H (-2.591, -4.062, 3.615)  0.342
C (-0.318, -3.844, 1.026)  -0.256
H (-0.252, -4.706, 2.962)  0.387
H (-1.462, -5.426, 1.932)  0.336
H (0.559, -3.240, 1.332)  -0.103
H (0.091, -4.641, 0.368)  0.377
Cl (-2.314, 1.892, 4.437)  -0.256
C (-2.812, 1.013, 3.088)  0.301
Cl (-4.449, 0.788, 2.730)  -0.248
Cl (-0.562, 2.872, 0.713)  -0.552
C (-1.820, 0.320, 2.371)  -0.036
O (-0.562, 0.390, 2.485)  -0.842
O (-2.302, -0.610, 1.487)  0.285

Properties
gap between HOMO and LUMO (alpha / beta) = 6.2522 / 5.7265 eV
HOMO level (alpha / beta) = -3.9 / -3.4 eV
max |F| = 5.232 eV Å⁻¹
total charge = -1